Entry 1:
C3H5F3Se | ωB97M-V/def2-TZVPD

XYZ file:
```
12
Properties=species:S:1:pos:R:3:forces:R:3
C -0.75297 -0.41632 0.51025 -0.684 1.742 0.951
C 1.13193 1.01428 -1.10051 0.214 1.634 -0.564
C -1.49813 -1.33178 -2.17055 -0.033 -2.341 -0.678
F -0.56089 -2.19724 -1.76199 0.979 -0.203 0.503
F -2.62949 -1.83291 -1.75356 -1.866 -0.088 0.846
F -1.48197 -1.41744 -3.47117 -0.005 0.886 -1.629
Se -0.58022 0.60612 -1.13222 -3.138 1.054 0.471
H 0.20811 -0.07142 0.97382 -1.013 -1.093 0.174
H -1.65996 -0.01799 1.12602 1.750 -0.827 -1.172
H -0.86949 -1.45782 0.22328 0.335 0.041 0.665
H 1.74561 0.42391 -0.57240 2.369 -1.631 2.114
H 1.39074 1.28145 -2.06303 1.093 0.826 -1.680
```
Forces are in eV/Å.

Computed properties:
E_HOMO (spin up / spin down) in hartree: -0.234 / -0.372
Spin multiplicity: 3
Electronic energy in hartree: -2818.12771
Frontier orbital gap (spin up / spin down) in Ha: 0.264 / 0.313
⟨S²⟩: 2.0092

Atomic partial charges in e from the Löwdin method, atoms 1 to 8: -0.3247, -0.3647, -0.7208, 0.0518, 0.1310, 0.1308, 1.0524, 0.0340



Entry 2:
C3H5NO | ωB97M-V/def2-TZVPD

XYZ file:
```
10
Properties=species:S:1:pos:R:3:forces:R:3
C -0.49914 0.28561 -0.70257 -3.292 0.935 -7.456
C 0.82378 -0.13821 -0.20898 -3.030 8.388 3.565
C 0.15028 -0.40869 1.04957 2.954 -2.008 8.322
H -0.55344 1.08932 -1.58399 0.380 -1.046 2.269
H -0.87575 -0.58354 -1.33976 0.006 0.486 1.044
H 1.47668 0.81900 -0.17204 -0.354 -1.979 0.372
H 1.12584 -0.86575 -0.73194 2.877 -5.466 -3.551
H 0.78477 -0.90121 1.92259 -1.346 0.849 -1.687
N -0.94036 0.10673 1.51910 1.378 -1.099 -4.089
O -1.49268 0.59676 0.24801 0.426 0.940 1.212
```
Forces are in eV/Å.

Computed properties:
E_HOMO in hartree: -0.347
Electronic energy in hartree: -247.15278
Frontier orbital gap in Ha: 0.375

Atomic partial charges in e from the Löwdin method, atoms 1 to 8: -0.2959, -0.1288, -0.2204, 0.1618, 0.1322, 0.1687, 0.0422, 0.1487



Entry 3:
C7H13N | ωB97M-V/def2-TZVPD

XYZ file:
```
21
Properties=species:S:1:pos:R:3:forces:R:3
C 2.25024 1.19408 -1.21086 -1.413 1.481 0.280
C 1.63280 1.11289 0.00232 1.681 1.317 -1.019
C 1.51444 -0.17943 0.67372 0.945 -0.125 -0.824
C 0.29540 -0.73451 0.79667 1.546 0.212 1.467
C 0.18369 -2.17434 1.01742 -1.831 -3.186 -2.246
C -0.96573 0.00111 0.87204 -0.584 5.088 -1.867
C -1.52317 0.19795 -0.58910 3.066 -3.515 0.127
N -2.52703 1.13398 -0.80126 -1.727 -1.013 -4.446
H 2.58646 0.29688 -1.73622 -0.123 0.224 0.179
H 2.24115 2.17022 -1.81777 0.351 -1.540 1.220
H 1.41769 2.01658 0.57978 -0.446 0.015 -0.520
H 2.58893 -0.58049 0.75869 -2.195 -0.624 -0.011
H -0.84537 -2.71438 0.87949 1.094 1.794 0.741
H 0.60766 -2.67865 0.09170 0.665 0.216 1.635
H 0.53506 -2.45389 1.99044 0.660 -0.654 0.217
H -1.65739 -0.41109 1.54271 -1.089 -1.200 0.584
H -0.95519 1.10822 1.26705 0.927 -1.733 -0.458
H -1.77551 -0.85858 -0.82437 -1.006 0.448 -0.223
H -0.63899 0.25660 -1.30829 -0.598 0.697 1.102
H -2.45095 1.95685 -0.31115 0.506 2.212 1.249
H -2.51418 1.34002 -1.87303 -0.429 -0.114 2.811
```
Forces are in eV/Å.

Computed properties:
E_HOMO in hartree: -0.315
SMILES: C=C/C=C(/C)CCN
Electronic energy in hartree: -329.14780
Frontier orbital gap in Ha: 0.354

Atomic partial charges in e from the Löwdin method, atoms 1 to 8: -0.0139, -0.2185, -0.0946, -0.3659, -0.0816, -0.1610, -0.3409, -0.0043



Entry 4:
H4N3OPS | ωB97M-V/def2-TZVPD

XYZ file:
```
10
Properties=species:S:1:pos:R:3:forces:R:3
N -1.96449 0.36628 1.16962 1.884 1.848 -1.727
N -1.69706 0.23213 -1.09364 0.674 0.529 2.901
N 1.26522 -0.23289 0.33674 -3.374 2.286 1.022
O -0.54658 2.41846 -0.18680 0.635 -1.082 0.840
P -0.72137 0.97357 0.06712 0.979 -0.017 -0.723
S -2.35478 -0.86571 0.03836 -1.060 -1.760 -0.002
H -1.63472 0.22169 2.10238 0.035 -0.984 0.559
H -1.61359 0.15068 -2.05795 0.156 -0.500 -1.689
H 1.87528 0.51692 0.02828 0.061 -0.090 -0.404
H 1.15767 -0.94341 -0.36024 0.011 -0.231 -0.777
```
Forces are in eV/Å.

Computed properties:
E_HOMO in hartree: -0.312
Electronic energy in hartree: -981.38447
Frontier orbital gap in Ha: 0.305

Atomic partial charges in e from the Löwdin method, atoms 1 to 8: -0.4317, -0.4454, -0.0664, -0.3445, 0.5687, 0.7467, 0.0387, 0.0373



Summary of energy above the lowest of the compared OMol25 structures with the same formula, charge and spin in kcal per mole
14.29, 96.92, 77.60, 62.21
(order as listed above)